Computed, not measured: a cluster of 2 separate species, C2H8N2O3S in total in a non-equilibrium geometry, with the ωB97M-V functional and the def2-TZVPD basis.

The LUMO energy (spin up / spin down) comes out at 0.46 / -2.77 eV. As for the spin multiplicity: 3. The gap between HOMO and LUMO (spin up / spin down) comes out at 6.15 / 6.92 eV. As for the expectation value of S²: 2.006. The strongest force on any atom comes out at 7.76 eV Å⁻¹. Its charge is 0. The calculated total energy comes out at -22154.3384 eV. The value obtained for the relative energy (zero: lowest compared OMol25 entry of this formula, charge and spin) is 99.5 kJ/mol.

Geometry as XYZ:
```
16
Properties=species:S:1:pos:R:3:forces:R:3
C -2.289 -0.046 0.808 -0.553 -4.298 -0.034
C -1.490 0.484 -0.259 -3.867 -6.143 -1.689
N 1.715 -0.952 -1.371 3.106 -0.183 1.762
N 0.401 -0.542 0.915 -0.997 -0.769 -0.060
O 2.858 -0.553 0.794 0.079 0.452 -0.747
O 1.787 1.305 -0.168 -0.333 2.456 -1.128
O -0.883 1.488 -0.439 3.492 6.808 -1.289
S 1.613 -0.217 0.147 3.581 -1.188 0.462
H -3.334 -0.095 0.524 -0.391 -0.016 0.196
H -2.194 0.319 1.775 0.431 1.343 1.542
H -1.888 -1.163 0.913 -1.120 1.945 -0.025
H -1.643 -0.212 -1.170 0.388 1.029 0.525
H 1.014 -0.663 -1.963 -1.824 0.751 -1.799
H 2.720 -0.795 -1.786 -2.736 -0.227 1.344
H 0.562 -0.219 1.870 -0.095 -0.180 -0.151
H 1.051 1.862 -0.591 0.840 -1.780 1.090
```
Forces are in eV/Å.

The natural (NBO) scheme yields these atomic charges, measured in e:
1. C -0.647
2. C 0.011
3. N -1.035
4. N -1.203
5. O -0.959
6. O -0.930
7. O -0.301
8. S 2.385
9. H 0.215
10. H 0.227
11. H 0.237
12. H 0.254
13. H 0.375
14. H 0.426
15. H 0.408
16. H 0.537

---

Computed, not measured: a cluster of 2 separate species, C2H8N2O4P in total in a non-equilibrium geometry, with the ωB97M-V functional and the def2-TZVPD basis.

The LUMO energy (spin up / spin down) comes out at 3.83 / 3.83 eV. The gap between HOMO and LUMO (spin up / spin down) comes out at 7.59 / 7.59 eV. The strongest force on any atom comes out at 5.16 eV Å⁻¹. Its charge is -1. The calculated total energy comes out at -22664.1060 eV. The value obtained for the relative energy (zero: lowest compared OMol25 entry of this formula, charge and spin) is 294.5 kJ/mol.

Geometry as XYZ:
```
17
Properties=species:S:1:pos:R:3:forces:R:3
C -1.129 -0.279 0.697 0.796 0.130 -1.421
C 0.144 0.590 0.455 -2.189 -2.217 -3.840
N -0.142 1.608 -1.628 -1.639 -1.700 1.835
N -1.016 -1.728 0.525 1.180 -0.274 -1.841
O 2.599 0.995 -0.254 -0.792 -1.655 0.421
O 1.496 -1.170 -1.292 -0.553 -2.314 -3.126
O 1.902 -1.052 1.194 -0.460 0.506 -0.815
O 0.434 1.532 1.272 -0.013 0.649 1.010
P 1.629 -0.197 -0.263 1.209 3.618 3.478
H -1.333 -0.192 1.727 -0.769 0.785 1.280
H -1.931 -0.010 0.031 -0.316 0.884 0.138
H 0.467 1.191 -2.300 0.693 -0.391 -0.321
H 0.066 2.584 -1.603 0.565 0.748 0.471
H 2.848 -1.096 1.162 1.102 -0.299 0.528
H -0.223 -1.974 1.096 0.304 -0.629 0.111
H -0.686 -1.951 -0.467 -0.546 0.508 1.708
H 1.381 1.519 1.030 1.430 1.651 0.385
```
Forces are in eV/Å.

The natural (NBO) scheme yields these atomic charges, measured in e:
1. C -0.304
2. C 0.206
3. N -1.141
4. N -0.829
5. O -1.166
6. O -1.139
7. O -1.036
8. O -0.665
9. P 2.290
10. H 0.187
11. H 0.224
12. H 0.326
13. H 0.313
14. H 0.475
15. H 0.360
16. H 0.377
17. H 0.523

---

Computed, not measured: a cluster of 3 separate species, C2H8N2OS2 in total in a non-equilibrium geometry, with the ωB97M-V functional and the def2-TZVPD basis.

The LUMO energy comes out at -1.72 eV. The gap between HOMO and LUMO comes out at 7.84 eV. The strongest force on any atom comes out at 4.93 eV Å⁻¹. Its charge is 0. The calculated total energy comes out at -28899.2476 eV. The value obtained for the relative energy (zero: lowest compared OMol25 entry of this formula, charge and spin) is 353.9 kJ/mol.

Geometry as XYZ:
```
15
Properties=species:S:1:pos:R:3:forces:R:3
C 4.494 0.697 1.275 -3.015 0.430 -0.598
C 2.206 0.324 0.903 -1.778 -1.730 -0.014
N -4.151 -1.127 -0.594 -1.541 4.045 2.353
N 3.506 -0.104 1.242 1.771 -0.143 0.778
O -6.418 -0.123 1.303 2.143 -0.833 0.274
S -2.343 0.823 -1.952 0.204 -0.125 -0.163
S -3.692 0.349 -0.730 -0.597 -1.044 0.221
H 4.385 1.747 0.970 0.198 -0.067 -0.049
H 5.357 0.386 1.758 1.855 -0.621 0.407
H -5.921 -0.135 2.141 -0.956 0.488 0.277
H 1.567 -0.554 0.646 0.709 0.231 -0.305
H 1.682 0.572 1.830 0.221 0.918 -0.082
H 2.106 0.998 0.075 0.034 0.984 -0.140
H -5.679 -0.589 0.833 -1.248 0.221 -0.548
H -3.699 -1.773 -1.113 2.002 -2.754 -2.409
```
Forces are in eV/Å.

The natural (NBO) scheme yields these atomic charges, measured in e:
1. C -0.059
2. C -0.460
3. N -0.924
4. N -0.387
5. O -0.936
6. S -0.286
7. S 0.854
8. H 0.133
9. H 0.172
10. H 0.456
11. H 0.198
12. H 0.215
13. H 0.187
14. H 0.472
15. H 0.364

---

Computed, not measured: a cluster of 2 separate species, C2H8N2P2 in total in a non-equilibrium geometry, with the ωB97M-V functional and the def2-TZVPD basis.

The LUMO energy comes out at 0.75 eV. The gap between HOMO and LUMO comes out at 8.86 eV. Its SMILES is C=PNP.C=N. The strongest force on any atom comes out at 5.11 eV Å⁻¹. Its charge is 0. The calculated total energy comes out at -23757.5921 eV. The value obtained for the relative energy (zero: lowest compared OMol25 entry of this formula, charge and spin) is 246.4 kJ/mol.

Geometry as XYZ:
```
14
Properties=species:S:1:pos:R:3:forces:R:3
C 0.655 -1.906 1.060 2.362 -0.292 0.312
P 0.422 -1.569 -0.564 0.822 -0.848 1.484
N -0.922 -0.594 -0.583 -1.903 -2.200 -4.204
P -2.371 -1.042 0.304 0.281 1.083 -0.691
H 1.611 -2.542 1.211 -1.693 0.954 -0.229
H 0.377 -1.386 2.012 -0.316 -0.622 -1.140
H -1.298 -0.670 -1.647 1.404 0.729 2.983
H -1.897 -0.355 1.413 -0.271 0.260 0.860
H -2.718 0.183 -0.351 -1.538 -0.163 0.837
C 1.557 2.099 -0.760 0.139 -1.408 -1.926
N 0.532 1.416 -0.620 -0.776 0.167 -1.465
H 2.106 1.973 -1.669 0.706 0.056 -0.427
H 1.886 2.680 -0.007 1.486 2.552 2.261
H 0.060 1.713 0.201 -0.703 -0.268 1.345
```
Forces are in eV/Å.

The natural (NBO) scheme yields these atomic charges, measured in e:
1. C -1.034
2. P 0.971
3. N -1.225
4. P 0.517
5. H 0.233
6. H 0.230
7. H 0.394
8. H -0.058
9. H -0.028
10. C -0.028
11. N -0.592
12. H 0.155
13. H 0.140
14. H 0.326

---

Computed, not measured: a cluster of 2 separate species, C2H8N2S in total in a non-equilibrium geometry, with the ωB97M-V functional and the def2-TZVPD basis.

The LUMO energy comes out at 0.79 eV. The gap between HOMO and LUMO comes out at 8.70 eV. Its SMILES is C=C.NSN. The strongest force on any atom comes out at 4.19 eV Å⁻¹. Its charge is 0. The calculated total energy comes out at -16016.6981 eV. The value obtained for the relative energy (zero: lowest compared OMol25 entry of this formula, charge and spin) is 202.4 kJ/mol.

Geometry as XYZ:
```
13
Properties=species:S:1:pos:R:3:forces:R:3
C -0.695 -1.256 2.199 -2.740 2.619 0.584
C -1.201 -0.272 1.365 1.580 -0.956 3.763
H -0.973 -1.336 3.307 0.720 0.381 -1.678
H -0.136 -2.049 1.789 0.445 -0.954 -0.409
H -1.597 0.712 1.797 0.158 -1.791 -1.034
H -0.886 -0.418 0.368 -0.213 0.667 -1.170
N 1.315 -0.534 -1.976 -0.271 -0.136 -1.158
S 1.496 1.147 -1.895 0.850 0.999 -1.267
N -0.022 1.514 -1.336 0.155 0.911 2.058
H 0.997 -0.760 -1.076 -0.454 -0.888 1.585
H 2.243 -0.899 -2.061 0.633 -0.467 -0.198
H 0.199 2.200 -0.618 -0.557 -0.388 0.443
H -0.740 1.951 -1.864 -0.307 0.003 -1.517
```
Forces are in eV/Å.

The natural (NBO) scheme yields these atomic charges, measured in e:
1. C -0.384
2. C -0.403
3. H 0.194
4. H 0.184
5. H 0.207
6. H 0.199
7. N -0.968
8. S 0.503
9. N -1.004
10. H 0.356
11. H 0.366
12. H 0.375
13. H 0.375

---

Computed, not measured: a cluster of 2 separate species, C2H8N2S in total in a non-equilibrium geometry, with the ωB97M-V functional and the def2-TZVPD basis.

The LUMO energy (spin up / spin down) comes out at -0.54 / -0.54 eV. The gap between HOMO and LUMO (spin up / spin down) comes out at 7.37 / 7.37 eV. Its SMILES is CNC.N=S. The strongest force on any atom comes out at 3.86 eV Å⁻¹. Its charge is 0. The calculated total energy comes out at -16016.1178 eV. The value obtained for the relative energy (zero: lowest compared OMol25 entry of this formula, charge and spin) is 258.4 kJ/mol.

Geometry as XYZ:
```
13
Properties=species:S:1:pos:R:3:forces:R:3
C -0.259 -1.631 -0.549 -0.132 2.033 0.537
N 0.018 -0.303 0.139 -1.055 0.185 -2.957
C -0.895 0.813 -0.365 0.146 -0.830 0.326
H -0.395 -1.396 -1.597 0.615 -0.045 -0.382
H 0.507 -2.383 -0.392 0.080 0.207 0.108
H -1.233 -1.980 -0.289 -0.739 -0.725 0.633
H -0.204 -0.292 1.086 -0.261 -1.030 2.101
H -1.234 0.619 -1.394 0.668 0.391 0.223
H -1.834 0.985 0.197 0.331 -0.582 0.118
H -0.318 1.721 -0.200 -0.256 0.322 -0.841
N 1.798 1.724 1.307 -3.444 1.722 0.242
S 3.049 0.943 1.148 3.308 -1.892 -0.328
H 1.001 1.180 0.910 0.740 0.245 0.220
```
Forces are in eV/Å.

The natural (NBO) scheme yields these atomic charges, measured in e:
1. C -0.407
2. N -0.650
3. C -0.435
4. H 0.194
5. H 0.210
6. H 0.175
7. H 0.349
8. H 0.202
9. H 0.182
10. H 0.197
11. N -0.786
12. S 0.413
13. H 0.356

---

Computed, not measured: a cluster of 2 separate species, C2H8N2S2 in total in a non-equilibrium geometry, with the ωB97M-V functional and the def2-TZVPD basis.

The LUMO energy (spin up / spin down) comes out at 3.49 / 3.45 eV. As for the spin multiplicity: 2. The gap between HOMO and LUMO (spin up / spin down) comes out at 3.18 / 7.50 eV. As for the expectation value of S²: 0.753. The strongest force on any atom comes out at 3.28 eV Å⁻¹. Its charge is -1. The calculated total energy comes out at -26852.0973 eV. The value obtained for the relative energy (zero: lowest compared OMol25 entry of this formula, charge and spin) is 209.5 kJ/mol.

Geometry as XYZ:
```
14
Properties=species:S:1:pos:R:3:forces:R:3
C 0.671 -1.675 -0.279 0.778 1.326 -0.059
S 1.452 -0.159 -0.936 -2.577 0.594 0.299
S 3.407 -0.847 -1.258 2.922 -1.097 -1.009
H 1.057 -1.831 0.702 -0.288 0.220 1.162
H 0.865 -2.604 -0.728 0.588 -0.982 -1.568
H -0.353 -1.456 -0.379 -1.458 -0.037 0.590
H 3.635 -1.249 -0.020 0.216 -0.007 0.544
N -0.679 2.069 0.220 1.806 -2.437 0.126
C -1.761 1.275 0.673 0.038 0.440 -0.849
N -2.658 0.624 0.033 0.089 1.726 -2.650
H -0.353 1.830 -0.735 -1.166 0.065 0.064
H 0.278 1.846 0.657 -1.974 0.436 0.229
H -1.981 1.231 1.693 0.647 1.270 2.333
H -3.581 0.945 0.358 0.378 -1.517 0.788
```
Forces are in eV/Å.

The natural (NBO) scheme yields these atomic charges, measured in e:
1. C -0.737
2. S -0.249
3. S -0.674
4. H 0.191
5. H 0.202
6. H 0.219
7. H 0.083
8. N -0.837
9. C 0.333
10. N -0.796
11. H 0.398
12. H 0.399
13. H 0.120
14. H 0.349

---

Computed, not measured: a cluster of 2 separate species, C2H8N2S2 in total, with the ωB97M-V functional and the def2-TZVPD basis.

The LUMO energy comes out at 0.35 eV. The gap between HOMO and LUMO comes out at 9.73 eV. Its SMILES is [H]/N=C/N.CSS. The strongest force on any atom comes out at 0.37 eV Å⁻¹. Its charge is 0. The calculated total energy comes out at -26854.3214 eV. The value obtained for the relative energy (zero: lowest compared OMol25 entry of this formula, charge and spin) is 11.8 kJ/mol.

Geometry as XYZ:
```
14
Properties=species:S:1:pos:R:3:forces:R:3
H -3.028 0.072 1.792 -0.065 0.038 -0.036
N -2.749 -0.612 1.097 0.161 -0.108 0.099
C -1.555 -0.988 1.325 -0.089 0.084 0.020
N -0.958 -1.993 0.605 -0.225 0.012 -0.206
H -0.942 -0.587 2.135 0.121 -0.012 -0.036
H 0.028 -1.913 0.413 0.000 0.065 0.146
H -1.509 -2.259 -0.200 0.064 -0.065 -0.014
C 1.054 1.689 -1.700 0.033 -0.020 0.030
S 2.722 1.088 -1.344 -0.170 -0.251 0.085
S 2.324 -0.362 0.069 0.238 0.241 -0.141
H 0.399 0.865 -1.955 -0.022 -0.101 -0.103
H 1.135 2.367 -2.548 0.021 0.029 -0.024
H 0.643 2.216 -0.847 -0.016 0.136 0.108
H 2.437 0.416 1.156 -0.051 -0.047 0.074
```
Forces are in eV/Å.

The natural (NBO) scheme yields these atomic charges, measured in e:
1. H 0.338
2. N -0.717
3. C 0.277
4. N -0.819
5. H 0.141
6. H 0.390
7. H 0.385
8. C -0.745
9. S 0.105
10. S -0.161
11. H 0.226
12. H 0.231
13. H 0.219
14. H 0.130